ORCA calculation (ωB97M-V/def2-TZVPD) on a cluster of 2 separate species, C2H3F2NOS in total in a non-equilibrium geometry.

```
! RIJCOSX wB97M-V def2-TZVPD def2/J DEFGRID3
* xyz 0 1
C -0.36 0.23 -0.12
C 0.24 -0.47 1.73
N -1.17 1.14 -0.09
O 0.41 -0.44 -0.93
F -0.44 0.39 2.48
F 1.53 -0.01 1.71
S 0.07 -0.23 -2.68
H 0.17 -1.50 1.99
H -1.69 1.64 -0.88
H 1.24 -0.75 -3.21
*
```

* LUMO energy: -0.41 eV
* Kohn-Sham gap: 0.32611 Ha
* largest force on an atom: 5.75 eV/A
* DFT total energy: -805.791471 Eh
* ΔE to the lowest compared entry with this formula, charge and spin: 80.4 kcal/mol

***

ORCA calculation (ωB97M-V/def2-TZVPD) on an isolated molecule of C2H3F2OP in a non-equilibrium geometry.

```
! RIJCOSX wB97M-V def2-TZVPD def2/J DEFGRID3
* xyz 0 1
C -0.05 -0.12 -0.04
C -1.76 -0.80 -0.03
F -2.00 -1.12 -1.38
F -1.67 -1.88 0.76
P -3.03 0.52 0.63
O -3.18 1.54 -0.45
H 0.34 -0.78 0.70
H -0.28 0.92 0.14
H 0.11 -0.37 -1.09
*
```

* LUMO energy: -1.41 eV
* Kohn-Sham gap: 0.30170 Ha
* largest force on an atom: 5.62 eV/A
* DFT total energy: -694.271579 Eh
* ΔE to the lowest compared entry with this formula, charge and spin: 88.1 kcal/mol
* SMILES: CC(F)(F)P=O

***

ORCA calculation (ωB97M-V/def2-TZVPD) on an isolated molecule of C2H3F3IN in a non-equilibrium geometry.

```
! RIJCOSX wB97M-V def2-TZVPD def2/J DEFGRID3
* xyz 0 1
N 0.95 -0.90 0.41
C -0.10 -0.48 -0.33
I -2.10 -1.32 0.00
C -0.22 1.29 0.01
F -1.06 1.81 -0.84
F -0.70 1.49 1.20
F 0.97 1.77 -0.13
H 0.56 -1.49 1.22
H 1.55 -1.63 -0.16
H 0.16 -0.53 -1.38
*
```

* LUMO energy: 0.27 eV
* Kohn-Sham gap: 0.36124 Ha
* largest force on an atom: 5.85 eV/A
* DFT total energy: -730.028597 Eh
* ΔE to the lowest compared entry with this formula, charge and spin: 24.3 kcal/mol
* SMILES: N[C@@H](I)C(F)(F)F

***

ORCA calculation (ωB97M-V/def2-TZVPD) on a cluster of 2 separate species, C2H3F3N2O in total in a non-equilibrium geometry.

```
! RIJCOSX wB97M-V def2-TZVPD def2/J DEFGRID3
* xyz 0 1
O -0.70 1.48 -0.07
C -1.68 0.63 0.13
F -2.86 1.21 -0.06
F -1.64 -0.45 -0.67
F -1.70 0.12 1.38
H 0.15 1.03 0.06
N 1.88 -0.45 -1.30
C 1.65 -0.84 -0.18
N 1.13 -0.95 0.90
H 2.71 -0.05 -1.69
H 1.07 -1.73 1.51
*
```

* LUMO energy: 0.53 eV
* Kohn-Sham gap: 0.41765 Ha
* largest force on an atom: 1.73 eV/A
* DFT total energy: -562.364396 Eh
* ΔE to the lowest compared entry with this formula, charge and spin: 0.0 kcal/mol
* SMILES: OC(F)(F)F.N=C=N

***

ORCA calculation (ωB97M-V/def2-TZVPD) on a structure of composition C2H3F3N2O in a non-equilibrium geometry.

```
! RIJCOSX wB97M-V def2-TZVPD def2/J DEFGRID3
* xyz 0 1
C 0.23 -0.52 0.31
C -0.44 1.12 -0.64
N 0.21 -0.18 1.48
N 0.48 -1.53 -0.42
O -0.16 2.26 -0.05
F -1.80 0.87 -0.70
F -0.03 0.97 -1.91
F 0.58 -1.24 2.44
H 0.30 -1.55 -1.39
H 0.66 -2.42 -0.04
H -0.04 2.22 0.92
*
```

* LUMO energy: 0.61 eV
* Kohn-Sham gap: 0.39578 Ha
* largest force on an atom: 6.32 eV/A
* DFT total energy: -562.246923 Eh
* ΔE to the lowest compared entry with this formula, charge and spin: 73.7 kcal/mol

***

ORCA calculation (ωB97M-V/def2-TZVPD) on a cluster of 3 separate species, C2H3F3O in total in a non-equilibrium geometry.

```
! RIJCOSX wB97M-V def2-TZVPD def2/J DEFGRID3
* xyz 0 3
C 0.04 -0.17 -1.82
C 0.10 -0.33 1.27
O -0.98 0.12 -1.45
F -0.37 -1.33 0.47
F 1.49 -0.33 1.20
F -0.87 1.81 -0.91
H -0.24 0.68 0.96
H 1.04 0.07 -2.14
H -0.21 -0.54 2.40
*
```

* LUMO energy (spin up / spin down): 0.66 / -2.68 eV
* <S²>: 2.0050
* Kohn-Sham gap (spin up / spin down): 0.29480 / 0.35006 Ha
* largest force on an atom: 7.44 eV/A
* DFT total energy: -452.580993 Eh
* ΔE to the lowest compared entry with this formula, charge and spin: 0.0 kcal/mol

***

ORCA calculation (ωB97M-V/def2-TZVPD) on a cluster of 2 separate species, C2H3F3OSi in total in a non-equilibrium geometry.

```
! RIJCOSX wB97M-V def2-TZVPD def2/J DEFGRID3
* xyz 0 1
F 1.60 1.48 -0.50
C 1.33 0.40 0.35
C 2.11 -0.67 0.38
F 3.30 -0.74 -0.26
F 1.88 -1.74 1.20
H 0.35 0.36 0.68
O -1.75 0.28 0.73
Si -2.73 0.20 -0.45
H -2.84 1.40 -1.08
H -3.26 -0.97 -1.05
*
```

* LUMO energy: -0.92 eV
* Kohn-Sham gap: 0.32624 Ha
* largest force on an atom: 3.51 eV/A
* DFT total energy: -742.247196 Eh
* ΔE to the lowest compared entry with this formula, charge and spin: 29.2 kcal/mol
* SMILES: FC=C(F)F.O=[SiH2]

***

ORCA calculation (ωB97M-V/def2-TZVPD) on an isolated molecule of C2H3FIN in a non-equilibrium geometry.

```
! RIJCOSX wB97M-V def2-TZVPD def2/J DEFGRID3
* xyz 0 1
H 1.80 -0.02 1.65
N 1.38 -0.16 0.72
C 0.18 -0.15 0.47
F -0.87 0.21 1.61
C -0.45 -0.20 -0.82
I -1.39 1.73 -1.33
H 0.47 -0.36 -1.43
H -1.11 -1.06 -0.87
*
```

* LUMO energy: -0.42 eV
* Kohn-Sham gap: 0.35041 Ha
* largest force on an atom: 5.01 eV/A
* DFT total energy: -530.283781 Eh
* ΔE to the lowest compared entry with this formula, charge and spin: 11.8 kcal/mol
* SMILES: [H]/N=C(\F)CI

***

ORCA calculation (ωB97M-V/def2-TZVPD) on a structure of composition C2H3FMnO3 in a non-equilibrium geometry.

```
! RIJCOSX wB97M-V def2-TZVPD def2/J DEFGRID3
* xyz 2 6
H -0.60 -2.27 0.53
O 1.24 -1.44 0.28
C 0.03 -1.37 0.39
C -0.70 -0.06 0.10
F -1.50 0.23 1.14
H -1.36 -0.22 -0.77
O 0.47 0.98 0.22
Mn 2.31 0.25 0.25
O -0.22 1.66 -0.78
H 0.33 2.22 -1.36
*
```

* LUMO energy (spin up / spin down): -11.51 / -11.79 eV
* <S²>: 8.7530
* Kohn-Sham gap (spin up / spin down): 0.33934 / 0.33100 Ha
* largest force on an atom: 4.96 eV/A
* DFT total energy: -1553.670118 Eh
* ΔE to the lowest compared entry with this formula, charge and spin: 23.0 kcal/mol

***

ORCA calculation (ωB97M-V/def2-TZVPD) on a structure of composition C2H3FNP in a non-equilibrium geometry.

```
! RIJCOSX wB97M-V def2-TZVPD def2/J DEFGRID3
* xyz 0 1
C -0.63 0.30 -0.14
C -0.06 -0.98 0.09
N -1.31 1.31 -0.14
F 1.87 0.44 0.71
P 1.57 -0.33 -0.72
H 0.22 -1.25 1.13
H -0.63 -1.68 -0.44
H -1.03 2.18 -0.50
*
```

* LUMO energy (spin up / spin down): 0.55 / 0.55 eV
* Kohn-Sham gap (spin up / spin down): 0.28720 / 0.28722 Ha
* largest force on an atom: 3.29 eV/A
* DFT total energy: -573.896535 Eh
* ΔE to the lowest compared entry with this formula, charge and spin: 22.9 kcal/mol

***

ORCA calculation (ωB97M-V/def2-TZVPD) on a cluster of 2 separate species, C2H3FNP in total in a non-equilibrium geometry.

```
! RIJCOSX wB97M-V def2-TZVPD def2/J DEFGRID3
* xyz 0 1
C 0.55 0.98 0.10
C -0.60 0.48 -0.30
N 1.48 1.34 0.74
F -0.58 -2.47 0.31
P -0.95 -2.10 -1.26
H -1.14 0.21 0.50
H -1.03 0.70 -1.22
H 2.28 0.87 1.12
*
```

* LUMO energy (spin up / spin down): -0.80 / -0.79 eV
* Kohn-Sham gap (spin up / spin down): 0.25422 / 0.25494 Ha
* largest force on an atom: 3.57 eV/A
* DFT total energy: -573.842586 Eh
* ΔE to the lowest compared entry with this formula, charge and spin: 56.7 kcal/mol

***

ORCA calculation (ωB97M-V/def2-TZVPD) on a structure of composition C2H3FNdO in a non-equilibrium geometry.

```
! RIJCOSX wB97M-V def2-TZVPD def2/J DEFGRID3
* xyz 1 4
Nd 0.07 -1.69 0.65
O 0.74 0.51 -0.04
C 0.71 0.19 -1.38
C -0.46 -0.46 -1.60
H 1.12 0.99 -2.02
H -0.76 -0.63 -2.64
F -0.90 2.00 0.79
H -0.24 1.55 -0.11
*
```

* LUMO energy (spin up / spin down): -6.62 / -6.41 eV
* <S²>: 3.7814
* Kohn-Sham gap (spin up / spin down): 0.22800 / 0.24090 Ha
* largest force on an atom: 6.04 eV/A
* DFT total energy: -814.062404 Eh
* ΔE to the lowest compared entry with this formula, charge and spin: 67.3 kcal/mol

***

Copy entry 5 word for word.
ORCA calculation (ωB97M-V/def2-TZVPD) on a structure of composition C2H3F3N2O in a non-equilibrium geometry.

```
! RIJCOSX wB97M-V def2-TZVPD def2/J DEFGRID3
* xyz 0 1
C 0.23 -0.52 0.31
C -0.44 1.12 -0.64
N 0.21 -0.18 1.48
N 0.48 -1.53 -0.42
O -0.16 2.26 -0.05
F -1.80 0.87 -0.70
F -0.03 0.97 -1.91
F 0.58 -1.24 2.44
H 0.30 -1.55 -1.39
H 0.66 -2.42 -0.04
H -0.04 2.22 0.92
*
```

* LUMO energy: 0.61 eV
* Kohn-Sham gap: 0.39578 Ha
* largest force on an atom: 6.32 eV/A
* DFT total energy: -562.246923 Eh
* ΔE to the lowest compared entry with this formula, charge and spin: 73.7 kcal/mol

***

Question: The highest DFT total energy belongs to which entry?
Answer: C2H3F3O

***

Copy entry 6 word for word.
ORCA calculation (ωB97M-V/def2-TZVPD) on a cluster of 3 separate species, C2H3F3O in total in a non-equilibrium geometry.

```
! RIJCOSX wB97M-V def2-TZVPD def2/J DEFGRID3
* xyz 0 3
C 0.04 -0.17 -1.82
C 0.10 -0.33 1.27
O -0.98 0.12 -1.45
F -0.37 -1.33 0.47
F 1.49 -0.33 1.20
F -0.87 1.81 -0.91
H -0.24 0.68 0.96
H 1.04 0.07 -2.14
H -0.21 -0.54 2.40
*
```

* LUMO energy (spin up / spin down): 0.66 / -2.68 eV
* <S²>: 2.0050
* Kohn-Sham gap (spin up / spin down): 0.29480 / 0.35006 Ha
* largest force on an atom: 7.44 eV/A
* DFT total energy: -452.580993 Eh
* ΔE to the lowest compared entry with this formula, charge and spin: 0.0 kcal/mol